1.
C31H38F9NO6PtSb as an isolated structure, computed with wB97M-V/def2-TZVPD.

Kohn-Sham gap (alpha / beta)	5.58 / 5.58	eV
LUMO (alpha / beta)	-4.8 / -4.8	eV
total charge	+1

Atoms and positions in Å:
Pt -1.94543 -1.76223 -1.06711
C -0.42578 -0.05073 5.93845
C -0.82384 1.21597 5.18489
C -1.77546 2.11430 5.97042
C -3.07783 1.37713 6.25541
C -3.62672 0.76630 5.00039
C -4.96452 0.43685 4.92104
C -5.49196 -0.09412 3.74766
F -6.79001 -0.40283 3.71673
C -4.71535 -0.28019 2.62767
C -3.36147 0.06649 2.68042
C -2.55726 -0.07085 1.46763
O -3.10435 -0.48341 0.42799
C -1.19065 0.35492 1.59834
C -0.70888 0.74620 2.82873
N -1.45344 0.85283 3.91834
C -2.80307 0.56254 3.87689
C -0.26043 0.37530 0.46552
O 0.93532 0.71285 0.65430
O -0.65269 0.12380 -0.70851
H 0.01828 0.21967 6.89163
H 0.30577 -0.61264 5.36288
H -1.28532 -0.68948 6.11778
H 0.08316 1.77971 4.94182
H -1.97815 3.01341 5.38360
H -1.29998 2.42395 6.90037
H -3.81597 2.06206 6.67383
H -2.90907 0.59589 7.00031
H -5.61364 0.58319 5.77007
H -5.12804 -0.67942 1.71323
H 0.34043 0.99312 2.91990
F -2.51762 -4.44379 -0.18042
C -2.86328 -3.62129 -1.20772
F -4.22268 -3.53961 -1.16805
C -2.46106 -4.31164 -2.51988
F -2.89636 -5.55536 -2.66532
F -2.90044 -3.59672 -3.56951
F -1.12016 -4.33706 -2.63612
F 2.76389 -2.02106 0.11184
C 1.78083 -2.54155 0.88505
F 2.11188 -3.80296 1.13535
F 1.81249 -1.86302 2.03702
C 0.43259 -2.38911 0.13389
O -0.59491 -2.33651 0.80603
O 0.52899 -2.27312 -1.10050
C 4.73099 1.49118 -2.26555
C 4.02998 1.39070 -0.95718
C 3.58123 2.64332 -0.29523
C 4.49729 0.32007 -0.04152
Sb 1.58034 0.30781 -1.65266
C 0.50022 2.11682 -2.60155
C -0.57209 1.51351 -3.49671
C -0.13560 2.99263 -1.53691
C 1.48966 2.92329 -3.42781
C 2.02783 -1.36569 -3.99771
C 2.94342 -2.26332 -3.24524
C 0.65061 -1.86134 -4.24755
C 2.64042 -0.48444 -5.02854
H 5.76577 1.80971 -2.09274
H 4.27757 2.22319 -2.92763
H 4.77928 0.52511 -2.76565
H 4.42986 3.08620 0.23478
H 2.81705 2.43462 0.45160
H 3.21870 3.38578 -0.99950
H 5.45015 0.61900 0.40332
H 4.66590 -0.62038 -0.56004
H 3.79261 0.17023 0.77349
H -1.18030 0.79240 -2.95052
H -0.13586 1.02250 -4.36401
H -1.23730 2.30117 -3.85013
H -0.93581 2.46220 -1.02980
H -0.56989 3.86500 -2.02447
H 0.58694 3.33441 -0.79812
H 2.11876 2.28919 -4.04932
H 2.12559 3.53756 -2.79543
H 0.93701 3.59408 -4.08722
H 2.43779 -2.70626 -2.38981
H 3.84547 -1.74681 -2.91522
H 3.26365 -3.08917 -3.88835
H 0.05538 -1.90067 -3.33080
H 0.68998 -2.89761 -4.59287
H 0.12440 -1.27113 -4.99190
H 3.60742 -0.09437 -4.71970
H 1.98997 0.33784 -5.31432
H 2.80247 -1.07059 -5.93917
O -4.30166 -0.80921 -2.48181
C -3.16302 -0.92632 -2.45277

Forces on atoms 1 to 2 (eV/Å):
0.014 -0.759 -0.609
0.026 0.225 -0.124

These are the Mulliken partial charges, in e, on atoms 1 to 4: number 1, Pt, carries 2.488; number 2, C, carries -1.406; number 3, C, carries -0.325; number 4, C, carries -1.056

---

2.
A 2-piece molecular cluster, C31H38N2O4 overall, computed with wB97M-V/def2-TZVPD.

ΔE to the lowest compared entry with this formula, charge and spin	12.70	kcal/mol
Kohn-Sham gap	2.56	eV
LUMO	-2.6	eV

Atoms and positions in Å:
C -5.13826 -0.53737 -4.42203
C -4.10481 0.55652 -4.40251
O -2.79973 -0.04181 -4.42808
C -1.82831 0.91078 -4.36846
C -0.52006 0.28561 -4.39083
C 0.73139 1.02259 -4.35201
O 0.91726 2.21792 -4.22462
C 1.86920 -0.02697 -4.46661
C 1.19577 -1.36604 -4.19731
C -0.30969 -1.17001 -4.50720
O -2.09005 2.09951 -4.28985
H -6.13025 -0.08134 -4.39011
H -5.07357 -1.12765 -5.34179
H -5.04715 -1.20214 -3.55598
H -4.21797 1.21556 -5.27635
H -4.20650 1.16926 -3.49379
H 2.27334 -0.00604 -5.48956
H 2.69182 0.20006 -3.78047
H 1.63319 -2.18040 -4.78191
H 1.30019 -1.62129 -3.13531
H -0.95710 -1.74784 -3.83099
H -0.51365 -1.52836 -5.53280
C 2.61442 0.27985 5.39502
N 2.35326 0.46745 3.98627
C 3.32609 0.90962 3.13825
O 4.47229 1.21112 3.46593
C 2.72474 0.95652 1.73015
C 3.45715 0.02166 0.76573
C 4.90174 0.42263 0.55512
C 5.93190 -0.45140 0.91663
C 7.26353 -0.05812 0.77507
C 7.56258 1.21102 0.26141
C 6.53032 2.08022 -0.11433
C 5.19745 1.68120 0.02494
N 1.33238 0.57031 1.97309
C 0.41874 0.52840 0.98087
C -0.90090 0.13294 1.17612
C -1.91618 0.06549 0.22482
C -3.25277 -0.35132 0.54579
C -4.25777 -0.39166 -0.46148
C -5.55707 -0.78220 -0.16973
C -5.91634 -1.15593 1.13460
C -7.31953 -1.57499 1.43456
C -4.94598 -1.12921 2.14276
C -3.64363 -0.73801 1.86497
C 1.04993 0.23241 3.37889
C 0.68654 -1.25113 3.55016
C 0.03054 1.19795 4.00103
H 3.66286 0.51775 5.59376
H 1.97655 0.93424 6.00237
H 2.41959 -0.75860 5.69127
H 2.77412 2.00122 1.36265
H 3.40702 -0.99806 1.18122
H 2.90938 0.02702 -0.18994
H 5.66670 -1.42567 1.33500
H 8.05889 -0.74372 1.07467
H 8.60291 1.52156 0.15353
H 6.75180 3.07230 -0.51324
H 4.37344 2.34172 -0.25966
H 0.77166 0.83351 -0.00862
H -1.16959 -0.15488 2.18757
H -1.70161 0.34996 -0.80800
H -3.98129 -0.10597 -1.47819
H -6.31978 -0.80397 -0.95252
H -7.42750 -1.83146 2.49187
H -8.03294 -0.77602 1.19943
H -7.61215 -2.44674 0.83710
H -5.22753 -1.42090 3.15715
H -2.92120 -0.73197 2.68271
H 1.51156 -1.86702 3.16218
H 0.53283 -1.47215 4.61373
H -0.21784 -1.52006 3.00236
H 0.42112 2.22154 3.90834
H -0.93484 1.15836 3.49507
H -0.11268 0.95261 5.06009

Forces on atoms 1 to 2 (eV/Å):
-0.225 -0.149 -0.098
0.153 -0.142 -0.062

These are the Mulliken partial charges, in e, on atoms 1 to 4: number 1, C, carries -1.221; number 2, C, carries -0.265; number 3, O, carries -0.211; number 4, C, carries 0.142